1.
{"formula": "N3O3S", "method": "ωB97M-V/def2-TZVPD", "relative_energy_kcal_mol": 40.76, "lumo_energy_ha": 0.1396, "homo_ev": -4.80, "total_charge": -1, "orbital_gap_ev": 8.6, "spin_multiplicity": 1, "symbols": ["N", "N", "N", "O", "O", "O", "S"], "coordinates": [[0.4293, 0.4921, -0.5667], [-1.8553, 0.3508, 0.1689], [1.4224, 0.0148, 0.0453], [1.4442, -1.0820, 0.6126], [-2.9681, -0.0042, 0.5548], [2.4213, 0.7105, 0.0185], [-0.8938, -0.4820, -0.8334]], "forces_ev_per_angstrom": [[-2.7680, 1.6109, -2.7621], [-1.5293, 1.1437, 2.2561], [1.6426, -1.4605, 0.8706], [-0.4806, -1.1793, 0.4845], [0.5648, -0.2946, -1.1109], [1.6970, 1.1841, 0.3250], [0.8735, -1.0043, -0.0632]], "nbo_charge": [-0.6182, -0.1392, 0.5905, -0.5539, -0.4109, -0.5075, 0.6393]}


2.
{"formula": "N3O6S", "method": "ωB97M-V/def2-TZVPD", "relative_energy_kcal_mol": 0.00, "lumo_energy_ha": 0.1421, "homo_ev": -6.20, "total_charge": -1, "orbital_gap_ev": 10.1, "spin_multiplicity": 1, "symbols": ["N", "N", "N", "O", "O", "O", "O", "O", "O", "S"], "coordinates": [[-2.4156, -1.1300, 0.1871], [-2.6663, -0.0511, 0.1763], [2.2108, 0.2611, 0.0040], [0.3524, -1.5569, -0.4392], [2.8681, -0.5672, 0.6169], [-2.9533, 1.0764, 0.0073], [2.5987, 1.3296, -0.4180], [-0.1279, 0.6258, -1.2236], [-0.1875, 0.1995, 1.1951], [0.3206, -0.1873, -0.1060]], "forces_ev_per_angstrom": [[-0.2045, -0.9809, 0.5323], [-0.3653, 0.0876, -1.0445], [-0.5639, -0.3082, 0.8121], [0.6688, -2.0493, 0.3357], [0.0612, 0.6599, -0.5326], [-0.2097, 0.8166, 0.4685], [0.0910, -0.5078, 0.0763], [0.4484, 0.2629, 0.7718], [0.9471, -0.0932, -0.2556], [-0.8731, 2.1125, -1.1640]], "nbo_charge": [-0.0742, 0.4329, 0.3218, -0.9580, -0.4132, -0.3626, -0.3950, -0.9801, -0.9708, 2.3993]}


3.
{"formula": "N3O9Rb", "method": "ωB97M-V/def2-TZVPD", "lumo_energy_ha": [0.0541, -0.0875], "homo_ev": [-5.01, -5.01], "total_charge": -1, "orbital_gap_ev": [6.5, 2.6], "spin_multiplicity": 2, "symbols": ["Rb", "N", "O", "O", "O", "N", "O", "O", "O", "N", "O", "O", "O"], "coordinates": [[-7.6973, -22.2162, -0.1977], [-11.2650, -20.8008, -0.7344], [-11.9215, -21.7140, -1.1449], [-10.1640, -21.0292, -0.2154], [-11.6338, -19.6517, -0.8879], [-7.1497, -24.7523, 2.5357], [-6.7828, -24.1649, 1.6359], [-6.4691, -25.2883, 3.3281], [-8.3562, -24.8420, 2.6669], [-4.0902, -22.7507, 0.9286], [-4.7452, -22.3426, -0.1049], [-3.3709, -23.7991, 0.8784], [-4.3025, -22.3999, 1.9848]], "forces_ev_per_angstrom": [[-0.5383, -0.1863, 0.3374], [0.4770, 0.8752, -0.4795], [-1.8271, -2.6236, -0.8692], [2.2085, -0.3191, 1.1141], [-0.5159, 2.0454, 0.1199], [-5.7406, -3.1705, 4.5210], [5.4897, 6.1104, -9.0364], [4.6267, -2.3070, 3.5549], [-4.1091, -0.3365, 0.6685], [-3.0085, -1.8240, -6.4087], [2.8101, -1.1277, 2.0143], [0.5523, 0.2201, -1.1168], [-0.4247, 2.6438, 5.5806]], "nbo_charge": [0.9807, 0.7323, -0.5157, -0.6710, -0.5371, 0.7458, -0.6053, -0.5334, -0.5944, 0.7016, -0.4248, -0.1047, -0.1739]}


4.
{"formula": "N4S", "method": "ωB97M-V/def2-TZVPD", "relative_energy_kcal_mol": 0.57, "smiles": "N#[N+][S-].N#N", "lumo_energy_ha": 0.0210, "homo_ev": -10.09, "orbital_gap_ev": 10.7, "spin_multiplicity": 1, "symbols": ["N", "N", "N", "N", "S"], "coordinates": [[-0.3075, -0.8395, -1.7541], [1.2593, 0.4082, 1.2454], [-0.0466, -1.8577, -1.5139], [0.2354, 0.8615, 1.1070], [-1.1407, 1.4276, 0.9157]], "forces_ev_per_angstrom": [[-0.4400, 1.7653, -0.4296], [-1.0280, 0.5491, -0.1451], [0.4505, -1.7729, 0.4239], [4.4864, -2.0515, 0.6117], [-3.4689, 1.5100, -0.4608]], "nbo_charge": [-0.0046, 0.0132, 0.0040, -0.1633, 0.1507]}


5.
{"formula": "NO5P", "method": "ωB97M-V/def2-TZVPD", "relative_energy_kcal_mol": 5.02, "lumo_energy_ha": 0.2439, "homo_ev": -0.17, "total_charge": -2, "orbital_gap_ev": 6.8, "spin_multiplicity": 1, "symbols": ["N", "O", "O", "O", "O", "O", "P"], "coordinates": [[2.6270, 0.3707, 0.1851], [-2.2028, -1.3372, -0.8602], [-2.1572, 1.2469, -0.7344], [2.9075, 0.2665, -0.9994], [3.4255, -0.1727, 1.0394], [-2.3100, -0.2904, 1.4210], [-2.2900, -0.0837, -0.0516]], "forces_ev_per_angstrom": [[0.3518, -0.2457, 1.9184], [-0.5819, 0.4374, -0.2389], [-0.7067, -0.7503, 0.8203], [0.5794, -0.2455, -0.7184], [-0.5999, 0.5048, -1.1892], [-0.5722, 0.8337, 0.0253], [1.5295, -0.5343, -0.6175]], "nbo_charge": [0.2304, -1.1445, -1.1229, -0.5674, -0.6620, -1.1334, 2.3999]}


6.
{"formula": "O2PbV", "method": "ωB97M-V/def2-TZVPD", "relative_energy_kcal_mol": 22.45, "lumo_energy_ha": -0.6123, "homo_ev": -25.69, "total_charge": 3, "orbital_gap_ev": 9.0, "spin_multiplicity": 1, "symbols": ["Pb", "O", "V", "O"], "coordinates": [[-0.0014, -2.6060, -1.5751], [-0.0908, -0.4686, 0.4401], [-0.5482, 1.1110, 0.9050], [0.6404, 1.9636, 0.2299]], "forces_ev_per_angstrom": [[0.2371, -0.1968, 0.1101], [-2.1890, 4.2990, 0.9299], [6.4059, -1.5103, -3.5225], [-4.4540, -2.5919, 2.4825]], "mulliken_charge": [1.9084, -0.5927, 1.9276, -0.2433]}


7.
{"formula": "O2S2", "method": "ωB97M-V/def2-TZVPD", "relative_energy_kcal_mol": 0.00, "lumo_energy_ha": [-0.0123, -0.1116], "homo_ev": [-8.78, -10.13], "orbital_gap_ev": [8.4, 7.1], "spin_multiplicity": 3, "symbols": ["O", "O", "S", "S"], "coordinates": [[0.6002, 0.9786, -1.6954], [-0.5172, -1.2820, 1.7247], [0.0875, -0.7671, 0.4296], [-0.1706, 1.0705, -0.4590]], "forces_ev_per_angstrom": [[0.9494, -1.1334, -0.8488], [-0.1525, 1.7822, -1.0812], [1.6073, -4.6123, 0.7764], [-2.4041, 3.9634, 1.1536]], "nbo_charge": [-0.7238, -0.6747, 0.6404, 0.7581]}


8.
{"formula": "O3S2", "method": "ωB97M-V/def2-TZVPD", "relative_energy_kcal_mol": 28.52, "smiles": "O=S1(=O)OS1", "lumo_energy_ha": -0.0774, "homo_ev": -10.72, "orbital_gap_ev": 8.6, "spin_multiplicity": 1, "symbols": ["O", "O", "O", "S", "S"], "coordinates": [[0.7588, 1.2563, -0.3174], [0.2956, -0.9260, -0.8954], [-1.4754, 0.6385, 0.2440], [0.5742, -1.2943, 0.9704], [-0.1533, 0.3255, -0.0015]], "forces_ev_per_angstrom": [[4.6786, 6.1409, -1.0461], [-1.1990, -0.6382, 1.9961], [-3.0170, 0.1455, 0.2160], [-0.1989, 0.1534, -1.3703], [-0.2636, -5.8015, 0.2043]], "nbo_charge": [-0.8940, -0.7255, -0.8560, 0.1996, 2.2759]}


9.
{"formula": "O4PRb11", "method": "ωB97M-V/def2-TZVPD", "lumo_energy_ha": -0.8275, "homo_ev": -33.23, "total_charge": 8, "orbital_gap_ev": 10.7, "spin_multiplicity": 1, "symbols": ["Rb", "Rb", "Rb", "Rb", "Rb", "Rb", "Rb", "Rb", "Rb", "Rb", "Rb", "P", "O", "O", "O", "O"], "coordinates": [[0.7850, -0.7470, -4.2571], [-0.9808, -3.5887, 2.1254], [1.2760, -3.0877, -0.9146], [-3.4441, -0.7605, 0.7384], [-1.2772, 1.4895, 2.8106], [3.3276, 0.4064, -0.9336], [2.6320, 2.6293, 2.4983], [-2.6257, 3.3968, -0.4071], [0.6861, 2.5095, -2.0098], [2.0714, -1.3303, 2.3204], [-2.2204, -1.0101, -2.4367], [-0.0528, 0.0232, 0.1086], [-1.3396, 0.9374, -0.0182], [0.3656, -0.3734, -1.4028], [-0.3086, -1.2992, 0.8980], [1.1054, 0.8049, 0.8803]], "forces_ev_per_angstrom": [[0.5458, -0.2997, -1.8213], [-0.6582, -1.6939, 1.1366], [0.4144, -1.3196, -0.4953], [-1.5671, -0.3847, 0.6235], [-0.3147, 0.5365, 1.3427], [1.5030, 0.0780, -0.3674], [0.9218, 1.1706, 0.9035], [-1.1631, 1.4091, -0.1865], [0.0809, 1.1753, -0.5633], [1.0648, -0.6142, 1.4756], [-1.0465, -0.2971, -0.9226], [0.3483, 0.5295, -0.8457], [1.4065, -1.1715, 0.1973], [0.2021, 0.6591, 1.8048], [-0.3818, 0.8913, -0.7362], [-1.3560, -0.6687, -1.5456]], "mulliken_charge": [0.9182, 1.0422, 1.1476, 0.9243, 1.1514, 1.1533, 0.9759, 0.9696, 1.0965, 1.1153, 1.1442, -0.9857, -0.6641, -0.8153, -0.5273, -0.6460]}


10.
{"formula": "S2", "method": "ωB97M-V/def2-TZVPD", "relative_energy_kcal_mol": 61.94, "lumo_energy_ha": -0.1480, "homo_ev": -9.58, "orbital_gap_ev": 5.6, "spin_multiplicity": 1, "symbols": ["S", "S"], "coordinates": [[0.0000, 0.0000, 1.2375], [0.0000, 0.0000, -1.2375]], "forces_ev_per_angstrom": [[0.0000, 0.0000, -5.8914], [0.0000, 0.0000, 5.8914]], "nbo_charge": [0.0000, 0.0000]}


11.
{"formula": "S2", "method": "ωB97M-V/def2-TZVPD", "relative_energy_kcal_mol": 140.76, "lumo_energy_ha": -0.1832, "homo_ev": -9.74, "orbital_gap_ev": 4.8, "spin_multiplicity": 1, "symbols": ["S", "S"], "coordinates": [[-0.1905, -1.5100, 0.4286], [0.1905, 1.5100, -0.4286]], "forces_ev_per_angstrom": [[0.4672, 3.7038, -1.0513], [-0.4672, -3.7038, 1.0513]], "nbo_charge": [0.0000, 0.0000]}


12.
{"formula": "S2", "method": "ωB97M-V/def2-TZVPD", "relative_energy_kcal_mol": 128.94, "lumo_energy_ha": -0.1784, "homo_ev": -9.86, "orbital_gap_ev": 5.0, "spin_multiplicity": 1, "symbols": ["S", "S"], "coordinates": [[0.0000, 0.0000, 1.5183], [0.0000, 0.0000, -1.5183]], "forces_ev_per_angstrom": [[0.0000, 0.0000, -4.2819], [0.0000, 0.0000, 4.2819]], "nbo_charge": [0.0000, 0.0000]}


no.,DFT total energy (Ha)
1,-788.03550
2,-1013.84240
3,-865.15023
4,-617.22329
5,-772.34329
6,-1285.89114
7,-946.73976
8,-1021.97906
9,-903.48536
10,-796.22226
11,-796.09665
12,-796.11549